94
Properties=species:S:1:pos:R:3 method="wB97M-V/def2-TZVPD" total_charge=-1 e_homo_ev=-4.92 max_force_ev_per_a=0.4 e_lumo_ha=0.0831 energy_ev=-95765.5326
C 2.75 -5.43 -1.49
C 1.64 -4.79 -2.29
O 1.73 -4.55 -3.48
O 0.59 -4.52 -1.53
C -0.43 -3.61 -2.06
Ga -0.02 -1.66 -1.55
C 1.80 -1.20 -2.31
C 2.45 0.04 -1.68
C 3.99 0.13 -1.78
C 4.57 -0.26 -3.13
N 4.46 0.86 -4.07
C -1.46 -0.53 -2.46
C -2.88 -1.07 -2.36
F -1.51 0.81 -1.96
H 3.20 -6.24 -2.07
H 3.51 -4.67 -1.31
H 2.39 -5.80 -0.53
H -1.36 -3.94 -1.58
H -0.54 -3.80 -3.13
H -0.08 -1.57 0.05
H 2.46 -2.06 -2.22
H 1.66 -1.04 -3.39
H 2.19 0.10 -0.63
H 2.02 0.94 -2.14
H 4.44 -0.48 -0.99
H 4.30 1.16 -1.59
H 4.07 -1.15 -3.50
H 5.63 -0.50 -3.03
H 4.95 0.64 -4.93
H 3.48 1.00 -4.32
H -1.21 -0.42 -3.52
H -3.59 -0.53 -3.00
H -3.24 -1.01 -1.33
H -2.88 -2.12 -2.66
C -5.08 3.26 -4.87
C -3.90 4.09 -5.35
O -3.51 5.11 -4.45
C -3.11 4.66 -3.16
C -1.97 3.66 -3.16
H -5.94 3.90 -4.66
H -5.36 2.54 -5.65
H -4.84 2.69 -3.97
H -4.17 4.62 -6.26
H -3.06 3.43 -5.59
H -3.97 4.24 -2.62
H -2.82 5.57 -2.63
H -2.23 2.73 -3.65
H -1.69 3.40 -2.14
H -1.09 4.08 -3.66
C -2.13 -3.61 4.18
C -1.47 -3.08 2.92
O -0.09 -2.78 3.08
C 0.75 -3.87 3.39
C 0.74 -4.97 2.34
H -2.02 -2.90 5.00
H -3.20 -3.76 4.00
H -1.71 -4.56 4.50
H -1.92 -2.14 2.62
H -1.61 -3.78 2.09
H 0.53 -4.29 4.38
H 1.75 -3.43 3.44
H -0.24 -5.46 2.27
H 1.47 -5.74 2.59
H 0.97 -4.56 1.35
C -2.47 -1.62 9.10
C -3.26 -0.61 8.27
O -4.05 -1.20 7.25
C -5.04 -2.12 7.67
C -6.08 -1.53 8.60
H -1.83 -2.22 8.45
H -1.84 -1.09 9.81
H -3.12 -2.29 9.66
H -2.58 0.05 7.74
H -3.88 0.01 8.93
H -4.58 -3.00 8.13
H -5.51 -2.45 6.74
H -5.65 -1.21 9.55
H -6.84 -2.29 8.82
H -6.57 -0.67 8.14
C 5.33 5.20 -4.19
C 5.16 4.25 -3.01
O 5.90 4.64 -1.85
C 5.56 5.89 -1.29
C 4.12 6.00 -0.83
H 6.39 5.29 -4.46
H 4.79 4.80 -5.04
H 4.95 6.20 -3.98
H 5.53 3.26 -3.27
H 4.10 4.13 -2.77
H 5.80 6.71 -1.99
H 6.23 6.00 -0.44
H 3.42 5.92 -1.66
H 3.96 6.97 -0.35
H 3.89 5.21 -0.11